This record from the OMol25 dataset describes a gas-phase ion, C6H18BN2O3 (charge +1) in a non-equilibrium geometry. The level of theory is ωB97M-V with the def2-TZVPD basis set.

Last column: Mulliken charge in e.
Geometry (Å):
C1 1.292 -2.355 -1.200  -0.78
B1 -0.268 -2.149 -1.345  0.26
O1 -0.845 -2.126 -2.623  -0.47
N1 -1.251 -1.966 -0.173  -0.13
O2 -0.577 -1.923 1.039  -0.22
C2 -1.277 -1.119 2.017  -0.64
C3 -1.044 0.406 1.848  -0.46
N2 0.352 0.822 1.986  -0.32
C4 0.982 1.106 0.687  -0.46
C5 0.473 2.395 0.002  0.52
C6 0.682 2.230 -1.544  -1.14
O3 1.147 3.516 0.505  -0.52
H1 1.716 -2.219 -2.202  0.27
H2 1.781 -1.656 -0.514  0.36
H3 1.486 -3.389 -0.873  0.37
H4 -1.036 -1.212 -2.855  0.34
H5 -1.845 -1.129 -0.283  0.39
H6 -1.916 -2.761 -0.226  0.37
H7 -2.364 -1.301 1.893  0.37
H8 -1.047 -1.482 3.022  0.36
H9 -1.435 0.698 0.859  0.14
H10 -1.615 0.905 2.643  0.35
H11 0.864 0.040 2.375  0.31
H12 2.068 1.195 0.813  0.45
H13 0.776 0.266 -0.008  -0.10
H14 -0.609 2.501 0.172  0.13
H15 -0.291 2.223 -2.056  0.24
H16 1.213 1.300 -1.793  0.25
H17 1.266 3.057 -1.968  0.42
H18 1.326 4.126 -0.198  0.34

total charge = +1
largest force on an atom = 3.0 eV Å⁻¹
lowest unoccupied orbital energy = -0.13752 Eh
orbital gap = 8.74 eV
calculated total energy = -16305.10719 eV